1.
A 2-piece molecular cluster, C2H6IO2P overall in a non-equilibrium geometry, computed with wB97M-V/def2-TZVPD.

```
12
Properties=species:S:1:pos:R:3:nbo_charge:R:1
C 1.747 0.069 -0.960 -1.066
P 0.918 1.726 -1.297 1.306
O 0.505 1.676 -2.698 -0.990
H 2.044 -0.025 0.080 0.225
H 1.064 -0.739 -1.223 0.255
H 2.633 -0.022 -1.592 0.252
C -1.316 -0.434 1.765 -0.248
O -1.766 -1.229 0.700 -0.694
I -2.268 -0.278 -0.975 0.425
H -2.113 0.183 2.193 0.175
H -0.479 0.215 1.483 0.162
H -0.969 -1.143 2.523 0.200
```

Results
Energy relative to the best compared isomer or geometry (same formula, charge and spin) = 3.056 eV
2S+1 = 1
Charge = 0
Total energy = -23653.9178 eV
Lowest unoccupied orbital energy = -0.033 Ha
HOMO-LUMO gap = 8.37 eV
E_HOMO = -9.3 eV

=====

2.
A 11-piece molecular cluster, C40H107N5O15 overall in a non-equilibrium geometry, computed with wB97M-V/def2-TZVPD.

```
167
Properties=species:S:1:pos:R:3:lowdin_charge:R:1
C 3.570 -0.457 1.921 -0.105
O 2.511 0.139 1.233 -0.187
C 1.719 -0.724 0.504 -0.239
C 0.537 -0.024 -0.010 -0.420
C -0.352 0.448 1.134 -0.030
N -0.190 -0.940 -0.892 0.066
H 4.293 -0.960 1.246 0.100
H 3.248 -1.217 2.645 0.098
H 4.185 0.321 2.438 0.078
H 2.217 -1.188 -0.355 0.129
H 1.450 -1.570 1.160 0.137
H 0.917 0.791 -0.670 0.125
H -1.020 -0.347 1.554 0.087
H -1.063 1.236 0.863 0.070
H 0.171 0.840 1.975 0.036
H 0.428 -1.288 -1.683 0.062
H -0.986 -0.404 -1.266 0.091
C 3.286 5.728 4.064 -0.086
O 3.266 4.290 4.001 -0.246
C 2.764 3.610 5.133 -0.209
C 2.972 2.097 5.008 -0.182
N 2.069 1.541 4.042 -0.049
C 1.346 0.392 4.400 -0.217
C 0.031 0.619 5.205 -0.233
O 0.322 1.148 6.447 -0.174
C -0.807 1.771 7.024 -0.120
H 3.444 6.132 3.079 0.066
H 4.182 6.065 4.645 0.100
H 2.370 6.253 4.420 0.098
H 1.702 3.859 5.152 0.110
H 3.277 3.979 6.024 0.123
H 2.820 1.735 6.049 0.129
H 4.018 1.866 4.826 0.114
H 2.376 1.524 3.057 0.092
H 2.008 -0.231 5.077 0.139
H 1.040 -0.116 3.482 0.093
H -0.386 -0.372 5.405 0.124
H -0.613 1.215 4.582 0.114
H -1.014 2.817 6.683 0.098
H -0.786 1.638 8.096 0.081
H -1.787 1.332 6.812 0.078
C -10.619 -2.681 1.134 -0.130
O -9.471 -2.919 0.386 -0.197
C -9.022 -4.270 0.577 -0.213
C -7.706 -4.381 -0.158 -0.246
N -6.774 -3.463 0.449 -0.044
C -5.575 -3.302 -0.358 -0.220
C -4.649 -2.469 0.422 -0.263
O -5.177 -1.184 0.617 -0.163
C -4.347 -0.425 1.386 -0.150
H -11.445 -3.384 0.966 0.094
H -10.878 -1.650 1.086 0.079
H -10.341 -2.805 2.181 0.082
H -9.681 -5.012 0.142 0.119
H -8.804 -4.383 1.687 0.145
H -7.890 -4.166 -1.223 0.122
H -7.304 -5.404 -0.159 0.123
H -7.330 -2.629 0.401 0.098
H -5.747 -2.958 -1.385 0.112
H -5.047 -4.316 -0.501 0.150
H -3.663 -2.446 -0.037 0.100
H -4.510 -2.951 1.399 0.121
H -4.431 -0.734 2.484 0.106
H -4.648 0.661 1.426 0.104
H -3.306 -0.536 1.065 0.064
C 2.669 0.776 -3.295 -0.079
O 2.191 0.802 -4.636 -0.167
C 1.208 -0.165 -4.879 -0.233
C 1.683 -1.610 -4.599 -0.174
N 1.376 -2.064 -3.192 -0.080
C 2.114 -3.277 -2.764 -0.183
C 1.774 -4.640 -3.420 -0.211
O 2.407 -5.663 -2.637 -0.170
C 2.324 -6.843 -3.387 -0.130
H 1.837 0.744 -2.595 0.060
H 3.166 1.770 -3.184 0.081
H 3.305 -0.124 -3.181 0.093
H 1.014 -0.214 -5.906 0.101
H 0.243 -0.155 -4.292 0.110
H 2.783 -1.652 -4.742 0.123
H 1.264 -2.304 -5.352 0.118
H 0.359 -2.148 -3.186 0.063
H 1.965 -3.478 -1.733 0.061
H 3.223 -2.991 -2.821 0.149
H 2.168 -4.606 -4.415 0.106
H 0.706 -4.742 -3.485 0.112
H 2.839 -6.801 -4.346 0.092
H 1.321 -7.182 -3.604 0.087
H 2.731 -7.611 -2.805 0.071
C 0.340 4.095 2.273 -0.124
O 1.207 4.561 1.267 -0.207
C 2.128 3.468 0.918 -0.166
C 2.787 3.792 -0.417 -0.160
N 4.008 4.569 -0.140 -0.052
C 4.595 5.161 -1.340 -0.195
C 5.359 4.128 -2.182 -0.263
O 4.577 3.537 -3.203 -0.227
C 5.477 2.841 -4.089 -0.096
H -0.204 3.283 1.824 0.048
H -0.402 4.931 2.546 0.117
H 0.834 3.791 3.233 0.071
H 1.569 2.587 0.820 0.069
H 2.805 3.330 1.725 0.095
H 2.089 4.383 -1.113 0.144
H 3.113 2.917 -0.907 0.092
H 3.761 5.365 0.405 0.092
H 5.293 5.997 -1.220 0.119
H 3.795 5.395 -2.123 0.137
H 5.905 3.306 -1.556 0.149
H 6.181 4.756 -2.575 0.108
H 6.294 3.536 -4.279 0.076
H 4.987 2.619 -5.071 0.107
H 5.876 1.959 -3.590 0.085
C -1.726 1.463 -5.923 -0.069
C -2.549 2.228 -4.888 -0.269
O -3.643 1.403 -4.400 -0.128
H -0.906 2.017 -6.312 0.069
H -2.406 1.176 -6.747 0.088
H -1.338 0.527 -5.459 0.043
H -3.089 3.178 -5.315 0.144
H -1.999 2.441 -4.002 0.075
H -4.265 1.989 -3.933 0.095
C -2.530 -3.739 4.494 -0.094
C -1.952 -2.840 3.371 -0.317
O -0.530 -2.999 3.294 -0.078
H -3.626 -3.760 4.488 0.060
H -2.227 -3.501 5.578 0.086
H -2.115 -4.773 4.358 0.079
H -2.267 -1.807 3.497 0.086
H -2.407 -3.236 2.421 0.096
H -0.357 -3.068 2.387 0.000
C -1.670 5.040 -1.551 -0.087
C -0.955 3.758 -1.225 -0.261
O -0.100 3.473 -2.433 -0.106
H -0.993 5.894 -1.587 0.076
H -2.435 5.270 -0.790 0.080
H -2.173 4.925 -2.543 0.082
H -1.605 2.968 -1.037 0.069
H -0.320 3.808 -0.269 0.106
H 0.647 2.953 -2.114 0.035
C -3.637 -2.861 -3.709 -0.077
C -2.484 -2.045 -3.189 -0.320
O -1.931 -0.960 -3.928 -0.118
H -3.470 -3.073 -4.748 0.070
H -4.595 -2.357 -3.631 0.068
H -3.770 -3.793 -3.127 0.083
H -1.599 -2.713 -3.058 0.095
H -2.764 -1.637 -2.186 0.108
H -2.665 -0.322 -4.111 0.067
C 6.896 1.435 2.190 -0.094
C 6.331 2.761 1.760 -0.303
O 5.694 3.257 2.955 -0.087
H 6.095 0.705 2.436 0.053
H 7.470 1.471 3.066 0.056
H 7.422 0.869 1.427 0.074
H 5.629 2.647 0.941 0.074
H 7.131 3.475 1.328 0.130
H 4.992 3.870 2.762 0.033
C 0.589 -5.260 -0.039 -0.069
C -0.665 -4.521 -0.447 -0.309
O -1.123 -3.470 0.390 -0.116
H 0.442 -5.534 0.991 0.072
H 1.473 -4.586 -0.117 0.077
H 0.640 -6.145 -0.662 0.074
H -1.545 -5.154 -0.512 0.111
H -0.483 -4.098 -1.496 0.102
H -0.757 -2.625 0.106 0.027
```

Results
Energy relative to the best compared isomer or geometry (same formula, charge and spin) = 0.985 eV
2S+1 = 1
Charge = 0
Total energy = -81368.2670 eV
Lowest unoccupied orbital energy = 0.019 Ha
HOMO-LUMO gap = 8.57 eV
E_HOMO = -8.1 eV

=====

3.
A 2-piece molecular cluster, C22H15F3N2O3S overall in a non-equilibrium geometry, computed with wB97M-V/def2-TZVPD.

```
46
Properties=species:S:1:pos:R:3:nbo_charge:R:1
C 2.757 -0.862 -4.417 -0.190
C 2.823 -1.651 -3.256 -0.224
C 2.347 -1.140 -2.043 -0.138
C 1.782 0.150 -1.968 -0.096
C 1.452 0.647 -0.590 0.547
C 0.256 1.542 -0.442 -0.518
N -0.091 1.969 0.931 -0.270
C 0.486 1.588 2.110 0.076
C 0.510 2.466 3.196 -0.260
C 0.093 3.795 3.036 -0.148
C -0.522 4.119 1.824 -0.245
C -0.879 3.096 0.984 0.095
O 2.155 0.334 0.376 -0.596
C 1.688 0.891 -3.139 -0.222
C 2.175 0.409 -4.356 -0.216
H 3.140 -1.244 -5.364 0.213
H 3.263 -2.652 -3.274 0.222
H 2.403 -1.737 -1.137 0.237
H -0.834 0.384 -0.514 0.498
H 0.924 0.596 2.138 0.273
H 0.888 2.097 4.149 0.241
H 0.251 4.552 3.805 0.237
H -0.650 5.145 1.470 0.249
H -1.680 3.172 0.244 0.242
H 1.261 1.902 -3.117 0.221
H 2.104 1.043 -5.242 0.213
F -1.713 2.620 -3.419 -0.316
C -1.664 2.777 -2.079 0.817
F -2.183 3.999 -1.763 -0.338
F -2.445 1.826 -1.510 -0.319
S 0.093 2.744 -1.494 0.327
N -0.181 -2.219 -0.692 -0.575
C 0.039 -3.458 -0.049 0.654
O 0.848 -4.312 -0.396 -0.522
C -0.853 -3.497 1.160 -0.150
C -1.452 -2.261 1.254 -0.069
C -2.232 -1.868 2.343 -0.209
C -2.465 -2.826 3.343 -0.203
C -1.894 -4.116 3.238 -0.204
C -1.059 -4.452 2.152 -0.158
C -1.034 -1.527 0.055 0.617
O -1.532 -0.335 -0.202 -0.690
H -2.619 -0.852 2.371 0.226
H -3.067 -2.566 4.220 0.219
H -2.119 -4.865 4.005 0.221
H -0.570 -5.423 2.061 0.233
```

Results
Energy relative to the best compared isomer or geometry (same formula, charge and spin) = 0.785 eV
2S+1 = 1
Charge = 0
Total energy = -51164.6423 eV
Lowest unoccupied orbital energy = -0.045 Ha
HOMO-LUMO gap = 7.43 eV
E_HOMO = -8.7 eV

=====

> 2S+1 of number 3 (C22H15F3N2O3S)?

1